Record 1
{"formula": "C17H8F3N2O4Pt", "method": "wB97M-V/def2-TZVPD", "elements": ["Pt", "O", "C", "O", "C", "C", "C", "C", "C", "N", "C", "O", "O", "H", "H", "H", "N", "C", "H", "F", "C", "F", "F", "C", "C", "C", "C", "C", "C", "C", "C", "H", "H", "H", "H"], "positions_angstrom": [[-1.36, 0.28, -2.52], [-1.83, -3.79, -0.70], [-1.88, -2.73, -1.33], [-1.40, -2.37, -2.42], [-2.80, -1.65, -0.70], [-3.72, -1.95, 0.30], [-4.70, -1.03, 0.62], [-4.82, 0.15, -0.11], [-3.87, 0.41, -1.08], [-2.84, -0.43, -1.26], [-4.03, 1.49, -2.15], [-4.95, 2.28, -2.03], [-3.20, 1.37, -3.12], [-3.65, -2.93, 0.75], [-5.42, -1.26, 1.40], [-5.63, 0.85, 0.01], [0.75, 1.35, -4.43], [-0.03, 0.96, -3.65], [1.60, 1.76, -4.75], [5.68, 1.75, 3.62], [5.23, 0.51, 3.36], [4.87, -0.03, 4.54], [6.29, -0.21, 2.94], [4.11, 0.50, 2.36], [3.63, 1.67, 1.81], [2.60, 1.63, 0.89], [2.03, 0.42, 0.50], [2.52, -0.76, 1.08], [3.55, -0.72, 1.99], [0.96, 0.37, -0.46], [0.04, 0.31, -1.24], [4.06, 2.62, 2.10], [2.21, 2.55, 0.46], [2.08, -1.70, 0.78], [3.93, -1.64, 2.43]], "energy_ev": -40329.5898, "total_charge": -1, "homo_lumo_gap_ev": 7.62}

=====

Record 2
{"formula": "CH3IO2", "method": "wB97M-V/def2-TZVPD", "elements": ["O", "C", "I", "H", "O", "H", "H"], "positions_angstrom": [[-1.45, 0.53, -2.39], [-0.90, 0.72, -1.36], [-1.88, 0.51, 0.53], [0.30, 0.90, -1.18], [0.95, -0.87, 1.22], [1.14, -0.45, 2.04], [1.83, -1.34, 1.14]], "energy_ev": -13280.3277, "total_charge": 0, "smiles": "O=CI.O", "homo_lumo_gap_ev": 9.98}

=====

Record 3
{"formula": "C20H30N2O5S2", "method": "wB97M-V/def2-TZVPD", "elements": ["C", "C", "C", "C", "N", "C", "O", "C", "C", "C", "C", "C", "S", "O", "O", "N", "C", "C", "C", "C", "C", "C", "C", "C", "C", "S", "O", "O", "C", "H", "H", "H", "H", "H", "H", "H", "H", "H", "H", "H", "H", "H", "H", "H", "H", "H", "H", "H", "H", "H", "H", "H", "H", "H", "H", "H", "H", "H", "H"], "positions_angstrom": [[1.85, 2.09, 2.13], [2.51, 0.78, 1.71], [3.73, 0.51, 2.59], [2.88, 0.84, 0.21], [2.71, -0.42, -0.49], [1.59, -0.71, -1.19], [1.42, -1.77, -1.77], [0.53, 0.36, -1.25], [0.37, 1.12, -2.40], [-0.65, 2.06, -2.49], [-1.51, 2.24, -1.43], [-1.36, 1.46, -0.29], [-2.47, 1.71, 1.09], [-2.03, 0.88, 2.18], [-2.61, 3.12, 1.32], [-3.90, 1.15, 0.41], [-5.11, 1.73, 0.95], [-6.28, 1.40, 0.02], [-6.41, -0.12, -0.12], [-5.08, -0.70, -0.61], [-3.95, -0.29, 0.33], [-0.35, 0.52, -0.19], [3.75, -1.44, -0.36], [4.33, -1.86, -1.74], [4.00, -3.31, -2.03], [4.18, -4.02, -0.38], [3.50, -5.28, -0.22], [5.56, -3.96, 0.02], [3.27, -2.66, 0.41], [1.60, 2.06, 3.19], [2.53, 2.93, 1.97], [0.93, 2.27, 1.58], [1.79, -0.03, 1.85], [4.20, -0.44, 2.35], [4.47, 1.30, 2.47], [3.43, 0.48, 3.64], [3.93, 1.15, 0.10], [2.26, 1.59, -0.28], [1.05, 0.97, -3.23], [-0.76, 2.64, -3.39], [-2.30, 2.97, -1.45], [-4.95, 2.80, 1.02], [-5.32, 1.34, 1.96], [-6.09, 1.84, -0.96], [-7.20, 1.82, 0.43], [-7.21, -0.37, -0.81], [-6.65, -0.55, 0.85], [-4.87, -0.32, -1.61], [-5.14, -1.79, -0.66], [-2.99, -0.64, -0.06], [-4.10, -0.74, 1.32], [-0.28, -0.06, 0.71], [4.56, -0.96, 0.20], [3.93, -1.20, -2.51], [5.41, -1.75, -1.71], [2.96, -3.44, -2.32], [4.67, -3.77, -2.74], [3.47, -2.63, 1.47], [2.22, -2.87, 0.23]], "energy_ev": -56115.1851, "total_charge": 0, "smiles": "CC(C)CN(C(=O)c1cccc(S(=O)(=O)N2CCCCC2)c1)[C@@H]1CCS(=O)(=O)C1", "homo_lumo_gap_ev": 10.01}

=====

Record 4
{"formula": "C4H12NO2", "method": "wB97M-V/def2-TZVPD", "elements": ["C", "O", "C", "C", "C", "N", "H", "H", "H", "H", "H", "H", "H", "H", "H", "H", "H", "H", "O"], "positions_angstrom": [[0.31, 1.59, 0.65], [-0.96, 1.44, 0.39], [1.40, 0.45, 0.17], [0.84, -0.95, 0.38], [0.53, -1.60, -0.93], [-0.59, -1.03, -1.77], [0.55, 2.62, 0.35], [0.51, 1.56, 1.82], [1.65, 0.60, -0.86], [2.41, 0.70, 0.68], [1.67, -1.55, 0.89], [-0.01, -0.93, 0.99], [0.46, -2.58, -0.68], [1.49, -1.57, -1.52], [-0.23, -0.08, -1.96], [-1.43, -0.96, -1.29], [-2.19, 0.79, 1.34], [-3.23, 0.86, 0.14], [-3.19, 0.66, 1.20]], "energy_ev": -9926.6505, "total_charge": -1, "homo_lumo_gap_ev": 7.25}

=====

Record 5
{"formula": "C3H9O2P", "method": "wB97M-V/def2-TZVPD", "elements": ["C", "C", "C", "O", "O", "P", "H", "H", "H", "H", "H", "H", "H", "H", "H"], "positions_angstrom": [[1.26, 1.85, -0.47], [1.07, -0.93, -0.37], [-1.87, -0.82, 0.79], [-0.20, 0.59, -2.38], [-3.07, -0.92, 1.41], [0.14, 0.48, -0.93], [1.07, 2.91, -0.74], [1.39, 1.78, 0.58], [0.35, -1.69, -0.13], [1.95, -1.52, -0.99], [1.44, -0.59, 0.60], [-0.91, -0.76, 1.33], [-2.99, -0.53, 2.32], [-1.83, -1.46, -0.06], [2.20, 1.61, -0.95]], "energy_ev": -16637.5609, "total_charge": 0, "homo_lumo_gap_ev": [7.31, 8.38]}

=====

Record 6
{"formula": "C5H6FeO3", "method": "wB97M-V/def2-TZVPD", "elements": ["O", "C", "O", "O", "C", "C", "C", "C", "Fe", "H", "H", "H", "H", "H", "H"], "positions_angstrom": [[-2.41, 1.80, 2.17], [-1.37, 1.31, 2.10], [-0.21, 1.08, 2.05], [0.37, -0.94, -0.16], [-0.22, -1.00, -1.41], [0.38, -0.02, -2.43], [-0.41, -0.02, -3.73], [0.08, -0.31, -4.91], [1.12, 0.07, 1.04], [-1.30, -0.78, -1.31], [-0.12, -2.02, -1.82], [1.43, -0.29, -2.63], [0.35, 0.99, -2.00], [-1.47, 0.25, -3.63], [1.05, -0.24, -5.40]], "energy_ev": -45786.3999, "total_charge": 2, "multiplicity": 7, "homo_lumo_gap_ev": [4.68, 3.32]}

=====

Record 7
{"formula": "C4H8N2O", "method": "wB97M-V/def2-TZVPD", "elements": ["C", "C", "O", "C", "N", "C", "N", "H", "H", "H", "H", "H", "H", "H", "H"], "positions_angstrom": [[-1.34, 0.20, -1.25], [0.14, -0.10, -1.07], [0.79, 1.17, -0.74], [0.76, 0.80, 0.59], [0.47, 1.46, 1.62], [0.74, -0.66, 0.31], [0.20, -1.57, 1.29], [-1.77, 0.61, -0.33], [-1.91, -0.68, -1.56], [-1.46, 0.96, -2.03], [0.58, -0.52, -1.98], [0.26, 2.43, 1.39], [1.74, -0.99, 0.01], [0.98, -2.08, 1.68], [-0.18, -1.03, 2.07]], "energy_ev": -9304.2522, "total_charge": 0, "homo_lumo_gap_ev": 10.76}

=====

Values for largest force on an atom, Eh/bohr, ordered as above
0.0343, 0.0535, 0.0191, 0.0817, 0.0636, 0.0859, 0.0092